Formula: C2H6N2
Source: the Open Molecules 2025 dataset
Level of theory: ωB97M-V/def2-TZVPD

* SMILES: C=N.C=N
* highest occupied orbital energy: -10.12 eV
* charge: 0
* ΔE to the lowest compared entry with this formula, charge and spin: 254.8 kJ/mol

Cartesian coordinates (Å):
C1 0.7708 1.8358 -0.4036
N1 1.8857 2.1921 0.0790
H1 0.8631 0.9623 -1.0927
H2 -0.2869 2.1862 -0.2386
H3 1.8346 2.9091 0.7292
C2 -1.1899 -1.9165 0.5365
N2 -1.1019 -2.0002 -0.7570
H4 -2.0543 -1.3332 0.8051
H5 -0.4501 -2.2503 1.2059
H6 -0.2712 -2.5852 -0.8639

Mulliken population analysis, charges in e, atoms 1 to 5:
1. C -0.22
2. N -0.48
3. H 0.23
4. H 0.23
5. H 0.23

Formula: C34H76AsCuF6N2O15
Source: the Open Molecules 2025 dataset
Level of theory: ωB97M-V/def2-TZVPD

* highest occupied orbital energy (spin up / spin down): -10.07 / -10.07 eV
* charge: +1
* <S²>: 0.756
* spin multiplicity: 2

Cartesian coordinates (Å):
Cu1 9.2052 -6.6126 3.0715
As1 3.8817 -8.1593 3.0660
F1 3.8514 -9.5522 2.0003
F2 4.1975 -9.1252 4.5038
F3 3.9097 -6.6798 4.1263
F4 3.6335 -7.0226 1.6869
F5 2.0574 -8.4239 3.2567
F6 5.7136 -7.8933 2.7878
C1 4.7724 -14.0452 1.7924
C2 6.0475 -13.4082 1.5227
N1 7.0231 -12.9470 1.2290
H1 4.1133 -13.6482 2.5644
H2 4.8948 -15.1115 1.9828
H3 4.2294 -14.0420 0.8473
C3 3.9659 -2.5962 2.4602
C4 5.3292 -3.1579 2.5648
N2 6.4100 -3.5371 2.6157
H4 3.2523 -3.3530 2.7860
H5 3.9884 -2.2077 1.4421
H6 3.9235 -1.7650 3.1641
C5 8.2647 -7.7732 6.1928
O1 8.8959 -8.1925 4.9532
C6 9.3760 -9.5167 4.9684
C7 10.4614 -9.7201 3.9024
O2 9.9330 -9.1962 2.6767
C8 10.6927 -9.1756 1.4342
C9 9.7967 -8.6561 0.3622
O3 8.9895 -7.5405 0.8169
C10 7.8014 -7.2760 0.0384
H7 8.9962 -7.8048 7.0002
H8 7.5391 -8.4584 6.6310
H9 7.7337 -6.8375 6.0174
H10 8.5689 -10.2428 4.8709
H11 9.8457 -9.7460 5.9249
H12 10.7108 -10.7738 3.7775
H13 11.4035 -9.2049 4.0901
H14 10.9166 -10.1897 1.1032
H15 11.5626 -8.5189 1.4221
H16 9.1980 -9.3738 -0.1988
H17 10.4265 -8.3224 -0.4625
H18 7.2170 -8.1956 0.0084
H19 8.0789 -6.9527 -0.9649
H20 7.2436 -6.4156 0.4081
C11 2.3078 -6.0684 -4.1570
O4 1.7862 -5.4956 -5.3599
C12 1.6182 -4.1217 -5.0858
C13 1.0122 -3.3266 -6.4269
O5 2.0582 -3.1140 -7.4052
C14 1.6877 -2.2748 -8.4874
C15 2.9394 -1.9760 -9.3706
O6 3.7119 -0.9460 -8.6132
C16 4.9181 -0.6586 -9.2592
H21 2.5178 -7.1302 -4.2853
H22 1.6980 -6.0940 -3.2538
H23 3.2890 -5.6302 -3.9748
H24 2.4703 -3.6118 -4.6364
H25 0.8387 -3.9117 -4.3534
H26 0.7178 -2.2945 -6.2366
H27 0.1747 -3.8566 -6.8805
H28 1.3047 -1.2987 -8.1900
H29 0.9120 -2.6926 -9.1291
H30 2.5679 -1.5266 -10.2915
H31 3.5708 -2.8423 -9.5676
H32 5.6238 -0.2426 -8.5400
H33 4.8048 0.0503 -10.0793
H34 5.3874 -1.5359 -9.7044
C17 2.4634 -1.7090 10.3195
O7 2.9358 -3.0910 10.1778
C18 3.7408 -3.1962 9.0114
C19 3.1471 -2.6632 7.6348
O8 1.7750 -2.9566 7.4446
C20 1.3387 -4.3203 7.7888
C21 0.2204 -4.6710 6.7132
O9 -0.9157 -3.8105 6.9456
C22 -1.7351 -3.5459 5.7448
H35 1.7301 -1.3602 9.5924
H36 3.3045 -1.0166 10.3567
H37 2.0493 -1.6048 11.3223
H38 3.9166 -4.2457 8.7751
H39 4.6860 -2.6911 9.2103
H40 3.7694 -3.0274 6.8174
H41 3.2702 -1.5846 7.7329
H42 0.9527 -4.3396 8.8080
H43 2.1816 -5.0004 7.6660
H44 -0.1239 -5.7050 6.7354
H45 0.5792 -4.5014 5.6981
H46 -1.2193 -2.9350 5.0040
H47 -2.4850 -2.8394 6.1008
H48 -2.1090 -4.4402 5.2464
C23 -3.6242 -7.8081 1.5118
O10 -4.5755 -8.8250 1.2733
C24 -4.9822 -9.0001 -0.0432
C25 -5.7595 -7.8409 -0.6591
O11 -4.9360 -6.7498 -0.8996
C26 -5.5356 -5.4707 -1.0594
C27 -4.4499 -4.3644 -1.2899
O12 -3.4928 -4.4343 -0.2775
C28 -2.5819 -3.3474 -0.2473
H49 -3.1243 -8.0078 2.4596
H50 -4.0749 -6.8246 1.3786
H51 -2.7946 -7.8535 0.8061
H52 -5.6482 -9.8553 -0.1584
H53 -4.0760 -9.2124 -0.6106
H54 -6.5866 -7.5456 -0.0135
H55 -6.1649 -8.1867 -1.6100
H56 -6.0312 -5.2858 -0.1063
H57 -6.3592 -5.3620 -1.7650
H58 -4.7863 -3.3374 -1.1479
H59 -3.9090 -4.4014 -2.2355
H60 -1.9224 -3.7617 0.5153
H61 -2.9254 -2.4293 0.2295
H62 -2.1100 -3.1397 -1.2076
C29 -1.4941 -19.3078 3.2547
O13 -1.0934 -19.4956 4.6410
C30 -2.0592 -19.3869 5.6765
C31 -2.2575 -17.9692 6.1724
O14 -1.0425 -17.5151 6.8662
C32 -1.1982 -16.5413 7.9212
C33 0.0952 -15.8225 8.1759
O15 0.3344 -14.9674 7.0875
C34 1.4985 -14.0820 7.0782
H63 -1.8064 -18.2635 3.2542
H64 -2.3208 -19.9555 2.9627
H65 -0.6801 -19.3639 2.5320
H66 -1.6713 -20.0886 6.4150
H67 -2.9887 -19.8222 5.3096
H68 -3.1506 -17.9627 6.7972
H69 -2.5002 -17.3262 5.3263
H70 -1.3471 -17.2274 8.7550
H71 -1.9893 -15.8221 7.7092
H72 0.9544 -16.4670 8.3619
H73 0.1313 -15.1790 9.0549
H74 2.4737 -14.5572 6.9718
H75 1.6299 -13.5938 8.0438
H76 1.5381 -13.4150 6.2170

Mulliken population analysis, charges in e, atoms 1 to 5:
1. Cu 0.70
2. As 2.09
3. F -0.49
4. F -0.49
5. F -0.54

Formula: C32H60Br28O5
Source: the Open Molecules 2025 dataset
Level of theory: ωB97M-V/def2-TZVPD

* highest occupied orbital energy: -8.88 eV
* charge: 0
* ΔE to the lowest compared entry with this formula, charge and spin: 51.2 kJ/mol

Cartesian coordinates (Å):
C1 -0.3450 -1.2128 -2.7080
C2 -1.4059 -0.7555 -2.4046
O1 -2.6815 -0.4847 -2.1401
C3 -3.3590 -0.0831 -3.2804
O2 -2.7937 0.3450 -4.2357
O3 -4.6903 -0.2003 -3.2546
C4 -5.1271 -1.4174 -2.6339
O4 -6.5299 -1.3623 -2.5706
O5 -6.8820 -1.0747 -1.2214
H1 0.4907 -1.7387 -3.1094
H2 -4.7625 -1.5246 -1.6151
H3 -4.8900 -2.2999 -3.2287
H4 -7.6752 -0.5225 -1.2755
Br1 2.0388 -3.9568 -1.5933
C5 0.6097 -5.0582 -2.3216
C6 0.9298 -5.5054 -3.7217
Br2 0.6817 -4.0716 -5.0112
H5 -0.3041 -4.4746 -2.2544
H6 0.5385 -5.9165 -1.6557
H7 0.2481 -6.2933 -4.0368
H8 1.9536 -5.8504 -3.8329
Br3 -6.5171 -3.5942 -1.4564
C7 -5.5436 -4.2777 0.0874
C8 -5.8462 -5.7316 0.3503
Br4 -7.5883 -5.9586 1.1850
H9 -5.7965 -3.6306 0.9243
H10 -4.4915 -4.1475 -0.1640
H11 -5.1353 -6.1507 1.0616
H12 -5.8482 -6.3335 -0.5522
Br5 -4.5368 -1.3826 2.1139
C9 -3.5596 -2.0518 3.6591
C10 -3.8631 -3.5025 3.9188
Br6 -5.6074 -3.7290 4.7517
H13 -3.8110 -1.4073 4.4939
H14 -2.5079 -1.9209 3.4084
H15 -3.1516 -3.9188 4.6292
H16 -3.8638 -4.1051 3.0156
Br7 2.6517 -4.8428 -8.3736
C11 1.2919 -5.4873 -9.6021
C12 0.0009 -5.7750 -8.8821
Br8 0.0949 -7.4427 -7.8813
H17 1.7029 -6.3573 -10.1039
H18 1.1538 -4.6860 -10.3250
H19 -0.8104 -5.9151 -9.5934
H20 -0.2700 -4.9985 -8.1732
Br9 2.0837 -1.0107 1.1891
C13 1.1743 0.5960 1.8117
C14 -0.2882 0.5501 1.4687
Br10 -0.5860 0.9307 -0.4210
H21 1.6973 1.4412 1.3777
H22 1.3146 0.6053 2.8904
H23 -0.8347 1.3209 2.0053
H24 -0.7369 -0.4178 1.6727
Br11 6.0237 1.9666 -1.0785
C15 6.2676 0.1177 -0.5147
C16 6.0269 -0.8468 -1.6446
Br12 4.1276 -1.0570 -2.0000
H25 5.6015 -0.0445 0.3273
H26 7.3003 0.0578 -0.1766
H27 6.3815 -1.8432 -1.3808
H28 6.4894 -0.5387 -2.5771
Br13 1.6066 0.6525 5.8231
C17 1.7720 -1.2235 6.3007
C18 1.4923 -2.1117 5.1155
Br14 -0.4163 -2.2203 4.7378
H29 1.0994 -1.3989 7.1341
H30 2.7999 -1.3471 6.6349
H31 1.8009 -3.1341 5.3229
H32 1.9727 -1.7685 4.2031
Br15 6.8827 -4.3723 -1.5914
C19 5.4544 -5.4969 -2.2919
C20 5.7354 -5.9384 -3.7020
Br16 5.4115 -4.5005 -4.9729
H33 4.5350 -4.9294 -2.2019
H34 5.4161 -6.3545 -1.6226
H35 5.0541 -6.7359 -3.9930
H36 6.7591 -6.2677 -3.8493
Br17 -0.5982 -7.7218 0.5935
C21 -0.0402 -9.4410 -0.1292
C22 1.4577 -9.5852 -0.1122
Br18 2.2854 -8.5518 -1.5382
H37 -0.4614 -9.5162 -1.1264
H38 -0.5015 -10.1861 0.5153
H39 1.7443 -10.6171 -0.3031
H40 1.9065 -9.2535 0.8184
Br19 0.4576 3.6555 3.0198
C23 0.7034 4.4415 1.2497
C24 0.3988 5.9126 1.2558
Br20 -1.5228 6.2180 1.3005
H41 0.0741 3.8779 0.5664
H42 1.7493 4.2687 1.0012
H43 0.7463 6.3798 0.3373
H44 0.8237 6.4367 2.1062
Br21 -2.5507 4.9045 6.7568
C25 -2.8350 4.7727 4.8340
C26 -3.8334 3.7039 4.4920
Br22 -3.0393 1.9311 4.6423
H45 -1.8634 4.6008 4.3825
H46 -3.2013 5.7526 4.5338
H47 -4.1455 3.7914 3.4531
H48 -4.7083 3.7155 5.1342
Br23 -2.4790 10.4534 1.9920
C27 -3.5004 9.3184 3.1969
C28 -3.0191 9.4475 4.6174
Br24 -1.3539 8.4820 4.8998
H49 -3.4269 8.3050 2.8133
H50 -4.5285 9.6640 3.1101
H51 -3.7307 8.9927 5.3041
H52 -2.8416 10.4760 4.9141
Br25 2.7969 8.3187 4.7427
C29 3.0007 9.8512 3.5630
C30 2.1570 9.6947 2.3268
Br26 2.9574 8.4306 1.0805
H53 4.0601 9.9490 3.3491
H54 2.6694 10.7096 4.1436
H55 2.0941 10.6344 1.7821
H56 1.1538 9.3361 2.5418
Br27 5.3373 8.9660 -2.6044
C31 3.9558 8.3147 -3.8100
C32 2.7025 7.9454 -3.0640
Br28 2.8972 6.2441 -2.1414
H57 4.3825 7.4819 -4.3595
H58 3.7620 9.1382 -4.4940
H59 1.8749 7.8013 -3.7555
H60 2.4221 8.6796 -2.3145

Mulliken population analysis, charges in e, atoms 1 to 5:
1. C 0.74
2. C -0.93
3. O -0.27
4. C 0.58
5. O -0.50

Which of these has the highest charge?
C34H76AsCuF6N2O15

Which formula does entry 2 have?
C34H76AsCuF6N2O15

Please write out number 1 again, unchanged.
Formula: C2H6N2
Source: the Open Molecules 2025 dataset
Level of theory: ωB97M-V/def2-TZVPD

* SMILES: C=N.C=N
* highest occupied orbital energy: -10.12 eV
* charge: 0
* ΔE to the lowest compared entry with this formula, charge and spin: 254.8 kJ/mol

Cartesian coordinates (Å):
C1 0.7708 1.8358 -0.4036
N1 1.8857 2.1921 0.0790
H1 0.8631 0.9623 -1.0927
H2 -0.2869 2.1862 -0.2386
H3 1.8346 2.9091 0.7292
C2 -1.1899 -1.9165 0.5365
N2 -1.1019 -2.0002 -0.7570
H4 -2.0543 -1.3332 0.8051
H5 -0.4501 -2.2503 1.2059
H6 -0.2712 -2.5852 -0.8639

Mulliken population analysis, charges in e, atoms 1 to 5:
1. C -0.22
2. N -0.48
3. H 0.23
4. H 0.23
5. H 0.23